[1]
{"formula": "C3H6F3NO", "method": "the ωB97M-V functional and the def2-TZVPD basis", "e_above_lowest_ev": 4.339, "energy_ha": -547.356496, "e_lumo_ev": [-0.081, -0.158], "homo_lumo_gap_ev": [9.64, 8.53], "charge": 0, "elements": ["C", "C", "C", "N", "O", "F", "F", "F", "H", "H", "H", "H", "H", "H"], "xyz": [[-1.7783, 0.3282, -0.5713], [0.6877, -0.5066, 0.9526], [1.6896, 0.0737, 0.0471], [-1.2509, 1.0062, 0.5337], [0.0008, -1.6715, 0.5326], [2.9595, -0.5698, 0.2108], [2.0161, 1.3155, 0.2323], [1.4236, -0.0862, -1.2116], [-2.7919, 0.6573, -0.6445], [-1.3338, 0.3897, -1.5927], [-1.6695, -0.7706, -0.2700], [0.8937, -0.2655, 1.9355], [-0.7969, 1.9259, 0.3294], [-0.0496, -1.8265, -0.4838]], "forces_ev_per_angstrom": [[1.1, -2.1, -0.7], [-2.3, -0.9, -3.7], [2.6, -1.7, 0.4], [2.0, 1.1, 1.2], [1.4, 1.1, -0.5], [-1.1, -0.1, 0.2], [-0.5, 1.9, 0.8], [-0.9, -0.5, -2.1], [-1.1, -0.3, -0.1], [0.1, 0.5, 0.6], [-1.1, 1.3, -0.6], [-0.4, -0.4, 2.1], [-0.3, -1.0, -0.2], [0.7, 1.0, 2.5]]}


[2]
{"formula": "C30H78Br6N6O6", "method": "the ωB97M-V functional and the def2-TZVPD basis", "e_above_lowest_ev": 0.000, "energy_ha": -17413.739885, "e_lumo_ev": 0.019, "homo_lumo_gap_ev": 8.78, "charge": 0, "smiles": "COC[C@H](C)N.COC[C@H](C)N.COC[C@H](C)N.COC[C@H](C)N.COC[C@H](C)N.COC[C@H](C)N.BrCCBr.BrCCBr.BrCCBr", "elements": ["Br", "C", "C", "Br", "H", "H", "H", "H", "Br", "C", "C", "Br", "H", "H", "H", "H", "Br", "C", "C", "Br", "H", "H", "H", "H", "C", "C", "C", "O", "C", "N", "H", "H", "H", "H", "H", "H", "H", "H", "H", "H", "H", "C", "C", "C", "O", "C", "N", "H", "H", "H", "H", "H", "H", "H", "H", "H", "H", "H", "C", "C", "C", "O", "C", "N", "H", "H", "H", "H", "H", "H", "H", "H", "H", "H", "H", "C", "C", "C", "O", "C", "N", "H", "H", "H", "H", "H", "H", "H", "H", "H", "H", "H", "C", "C", "C", "O", "C", "N", "H", "H", "H", "H", "H", "H", "H", "H", "H", "H", "H", "C", "C", "C", "O", "C", "N", "H", "H", "H", "H", "H", "H", "H", "H", "H", "H", "H"], "xyz": [[4.9174, -0.0287, 1.7396], [3.8511, -1.5418, 1.0706], [3.1189, -2.2562, 2.1411], [2.1823, -3.7898, 1.3007], [4.6248, -2.1048, 0.5491], [3.2908, -1.0979, 0.3099], [2.4006, -1.6109, 2.6296], [3.8635, -2.5987, 2.8533], [2.1206, 6.5202, 1.5091], [0.8723, 5.0737, 1.9338], [0.1825, 5.4386, 3.1925], [-1.0333, 3.9101, 3.4229], [1.5051, 4.2040, 1.9518], [0.2103, 5.0206, 1.0881], [-0.4061, 6.3438, 3.0183], [0.7619, 5.5155, 4.1105], [-1.7083, 2.6395, -8.1006], [-1.9346, 3.0773, -6.1369], [-2.8376, 1.9790, -5.6140], [-2.9447, 2.3010, -3.5947], [-2.3801, 4.0568, -6.1240], [-0.8773, 3.0527, -5.7810], [-2.4688, 0.9617, -5.6782], [-3.8489, 2.0250, -5.9997], [1.0794, 1.3525, 6.2914], [0.8303, -0.1399, 6.1573], [-0.5708, -0.3334, 5.4976], [-1.5613, 0.0046, 6.4196], [-2.8344, 0.0344, 5.8917], [1.8723, -0.7438, 5.3632], [0.1145, 1.7487, 6.6268], [1.1611, 1.8137, 5.3214], [1.9077, 1.5418, 6.9861], [0.6824, -0.5808, 7.1443], [-0.7686, -1.3735, 5.1825], [-0.7347, 0.2730, 4.5348], [-3.5629, 0.1617, 6.7181], [-3.1055, -0.8664, 5.3625], [-2.9126, 0.8947, 5.2136], [1.7104, -1.7499, 5.3889], [1.8611, -0.3715, 4.4314], [-1.9534, -3.9482, -0.1084], [-2.3960, -4.0712, 1.3279], [-1.3013, -4.4921, 2.2518], [-1.8007, -4.4667, 3.6152], [-0.7076, -4.5625, 4.5345], [-2.9071, -2.7552, 1.8674], [-1.7736, -4.9713, -0.4735], [-1.1076, -3.3284, -0.2756], [-2.7183, -3.4520, -0.6902], [-3.2084, -4.8109, 1.3569], [-0.4305, -3.8465, 2.2490], [-0.8906, -5.5088, 2.0611], [-0.9879, -5.2273, 5.3155], [-0.4358, -3.5944, 4.9332], [0.2076, -4.9150, 4.0695], [-3.8166, -2.5892, 1.4359], [-3.0830, -2.8583, 2.8768], [3.4457, 1.8792, -3.3961], [4.2228, 1.1871, -2.3159], [4.3238, 2.0036, -1.0260], [4.7451, 3.3528, -1.3494], [4.7289, 4.2342, -0.2279], [3.5672, -0.1109, -1.9433], [3.8267, 2.8547, -3.6272], [2.3821, 1.8664, -3.1772], [3.5532, 1.3437, -4.3186], [5.2742, 0.9140, -2.5966], [4.9962, 1.6620, -0.2878], [3.3119, 2.0549, -0.6022], [5.5576, 4.9495, -0.4418], [5.0496, 3.6170, 0.6101], [3.7671, 4.7335, -0.1189], [2.5862, 0.0807, -1.7455], [3.4544, -0.7346, -2.7582], [-3.8793, 2.0388, 2.2096], [-5.0485, 1.4724, 1.4128], [-4.6979, 0.6750, 0.1474], [-5.9419, 0.2590, -0.4097], [-5.7494, -0.4098, -1.6595], [-5.8615, 0.5875, 2.2555], [-4.2289, 2.5791, 3.0961], [-3.2351, 2.6598, 1.5908], [-3.3150, 1.1946, 2.6393], [-5.5968, 2.3872, 1.1638], [-4.0658, -0.1549, 0.4810], [-4.1459, 1.2108, -0.6683], [-6.7095, -0.7356, -2.0777], [-5.1191, -1.2799, -1.5260], [-5.3552, 0.2817, -2.4033], [-6.6462, 0.3002, 1.6899], [-6.2610, 1.1545, 2.9951], [1.1737, 1.1918, 1.6612], [-0.0821, 0.2941, 1.7226], [-0.5972, -0.0411, 0.3694], [0.3707, -0.6264, -0.4819], [-0.0687, -0.9988, -1.7639], [0.2861, -0.9814, 2.4543], [1.9740, 0.7861, 1.0581], [1.4935, 1.2890, 2.7021], [0.8598, 2.1316, 1.2137], [-0.8626, 0.7569, 2.3111], [-0.9397, 0.9064, -0.1162], [-1.4768, -0.6769, 0.4780], [-0.8345, -1.7803, -1.7650], [0.8564, -1.2861, -2.3030], [-0.4560, -0.1653, -2.3737], [0.4982, -1.6977, 1.7724], [-0.4554, -1.3769, 3.0600], [2.9284, -2.8752, -8.1374], [2.5206, -1.7606, -7.1858], [1.6701, -2.2463, -6.0636], [1.5355, -1.2549, -5.0626], [0.7273, -0.1775, -5.4091], [3.6926, -0.9665, -6.6998], [2.0556, -3.2356, -8.6663], [3.4562, -3.6740, -7.6824], [3.5116, -2.4708, -8.9548], [1.8791, -1.1035, -7.7964], [2.1207, -3.0722, -5.4897], [0.6937, -2.6246, -6.4395], [-0.3268, -0.4766, -5.4741], [0.9181, 0.2640, -6.4100], [0.9037, 0.5329, -4.5882], [3.3608, -0.3866, -5.9318], [4.3575, -1.6633, -6.2920]], "forces_ev_per_angstrom": [[-0.2, -0.3, 0.6], [1.7, 0.1, -0.4], [0.7, -0.1, 0.2], [0.4, 0.5, 0.4], [-0.3, -0.4, 0.3], [-1.3, 0.6, -1.0], [-0.3, -0.2, 0.0], [-0.3, -0.5, 0.2], [0.1, 0.3, -0.1], [1.3, 0.7, -0.5], [-0.9, -0.3, 0.0], [-0.3, 0.1, 0.4], [0.0, -0.4, 0.3], [-0.4, 0.0, -0.1], [0.0, -0.3, 0.3], [0.2, 0.0, -0.4], [-0.1, 0.2, 0.6], [0.9, -1.3, -1.1], [0.3, 0.6, 1.4], [-0.1, -0.2, -1.0], [0.0, 0.2, 0.2], [-1.2, 0.1, 0.0], [0.3, 0.2, -0.2], [0.0, 0.2, 0.1], [-1.1, -0.4, 0.7], [-1.4, 0.7, -1.3], [-0.3, 0.3, -1.1], [0.6, 0.0, 1.1], [-1.0, 0.9, 0.3], [0.3, -0.9, 1.5], [0.4, 0.3, 0.6], [0.7, 0.1, -0.5], [-0.3, 0.3, -0.4], [0.6, -0.2, 0.0], [0.5, -0.1, 0.1], [0.6, -0.4, 1.1], [0.5, 0.0, -0.4], [0.0, -0.5, -0.4], [-0.3, -0.1, -0.1], [0.3, 0.2, -0.7], [-0.2, -0.2, -0.5], [-0.5, -0.7, 0.0], [-0.8, 1.2, 0.8], [0.4, -0.9, 1.4], [0.8, -0.3, -0.4], [-0.2, 0.3, -0.8], [-0.1, -0.7, -0.3], [0.0, 0.5, -0.3], [1.2, 0.4, 0.3], [-0.6, -0.3, -0.3], [0.2, -0.1, 0.1], [0.0, 0.5, -0.5], [-0.5, 0.3, -0.2], [-0.2, -0.5, 0.8], [-0.2, 0.5, 0.3], [0.1, -0.4, -0.3], [0.2, 0.2, 0.2], [0.1, -0.1, -0.7], [0.3, -0.1, -0.4], [0.8, -1.5, 0.9], [-1.0, 2.0, -1.2], [-0.4, -0.5, -0.4], [1.5, -0.6, -1.1], [-0.2, 0.0, -0.5], [-0.1, 0.7, 0.2], [-0.2, 0.4, 0.3], [0.1, -0.6, -0.6], [-0.9, 0.4, -0.2], [0.6, -1.0, 0.5], [-0.1, -0.1, 0.2], [-0.8, -0.1, 0.3], [-0.3, 0.4, 0.7], [0.0, -0.1, 0.3], [0.0, 0.2, 0.4], [0.6, 0.5, 0.3], [0.3, -1.4, 0.3], [0.0, 0.8, 0.0], [0.0, 0.7, -0.1], [0.2, -0.5, -0.5], [-0.7, 0.4, 0.3], [0.2, 0.3, 0.0], [-0.1, 0.2, -0.4], [0.0, 0.1, 0.1], [0.2, 0.2, -0.3], [-0.4, -0.2, -0.6], [-0.1, -0.4, -0.2], [-0.2, 0.1, 0.9], [0.0, 0.0, 0.5], [0.4, -0.2, -0.1], [0.5, 0.0, 0.0], [-0.2, -0.3, -0.1], [0.1, -0.1, 0.2], [-1.2, -0.3, 0.5], [1.8, -1.8, 0.7], [-1.4, 1.1, -1.5], [0.3, -0.1, 0.7], [0.7, 0.4, -0.7], [-0.5, 0.4, 0.3], [0.1, -0.3, -0.1], [0.3, 0.5, -0.2], [0.2, 0.4, 0.2], [-0.2, 0.4, -0.1], [0.0, -0.4, 0.2], [-0.1, -0.3, -0.1], [0.2, -0.1, 0.1], [-0.7, -0.4, 0.2], [-0.2, 0.2, 0.5], [0.0, -0.1, -0.2], [0.4, 0.6, -0.9], [-0.5, 1.1, -0.7], [0.7, 0.8, -0.8], [-0.4, -1.0, 1.2], [-0.1, -0.4, 0.0], [-0.5, 0.6, -0.1], [0.0, -1.5, -0.2], [-0.4, -0.5, 0.2], [0.5, -0.8, 0.5], [0.5, 0.2, 0.1], [0.4, 0.2, 0.2], [0.1, 0.0, -0.5], [0.2, 0.4, 0.2], [-0.1, 0.0, 0.4], [0.4, 0.0, 0.6], [-0.4, 0.2, -0.6], [0.2, -0.2, 0.0], [-0.6, 0.9, -0.3]]}


[3]
{"formula": "C5H11NO", "method": "the ωB97M-V functional and the def2-TZVPD basis", "e_above_lowest_ev": 2.735, "energy_ha": -327.030847, "e_lumo_ev": 0.738, "homo_lumo_gap_ev": 8.55, "charge": 0, "smiles": "C=C(N)/C=C/C.O", "elements": ["N", "C", "C", "C", "C", "C", "H", "H", "H", "H", "H", "H", "H", "H", "H", "H", "H", "O"], "xyz": [[1.1586, -0.8979, -2.5108], [0.2276, -0.3017, -1.6905], [-1.0847, -0.5302, -1.9452], [0.9858, 2.0452, 1.3266], [0.2549, 1.4315, 0.1681], [0.7774, 0.3453, -0.4446], [2.0989, -0.7385, -2.3846], [0.9169, -0.9722, -3.4460], [-1.5479, -0.8295, -2.8000], [-1.7913, -0.2474, -1.1643], [2.0798, 2.3200, 1.0662], [0.9080, 1.4952, 2.2545], [0.5020, 2.8951, 1.6793], [-0.6755, 1.9062, -0.1674], [1.6013, -0.3340, -0.0299], [-2.7604, -1.6889, 4.0581], [-1.6101, -0.9344, 3.5601], [-1.8497, -1.8159, 3.8078]], "forces_ev_per_angstrom": [[-0.6, -0.1, 0.8], [-1.5, -0.7, 0.4], [0.9, 2.3, 3.6], [1.6, -0.3, -0.3], [1.1, -1.2, -0.3], [-0.6, -1.2, -0.2], [2.2, 0.7, 0.5], [-0.6, -0.4, -1.8], [-0.6, -1.3, -2.5], [0.2, 0.2, -0.2], [-1.8, -0.6, 0.6], [0.6, -1.0, 0.0], [-0.8, 2.1, 0.0], [0.6, -0.2, -0.2], [-0.7, 1.7, -0.3], [-0.6, -0.3, 0.2], [0.6, 0.8, -0.4], [0.0, -0.5, 0.1]]}


[4]
{"formula": "C6H3F8N", "method": "the ωB97M-V functional and the def2-TZVPD basis", "e_above_lowest_ev": 0.465, "energy_ha": -1084.098465, "e_lumo_ev": 0.623, "homo_lumo_gap_ev": 11.16, "charge": 0, "smiles": "FC(F)=C(C(F)(F)F)C(F)(F)F.CC#N", "elements": ["C", "C", "C", "C", "C", "C", "N", "F", "F", "F", "F", "F", "F", "F", "F", "H", "H", "H"], "xyz": [[1.4892, -1.0675, 1.4320], [-1.9818, 0.6886, 0.5347], [-1.1274, 0.8366, -0.4674], [2.5989, -2.0277, 1.4244], [-1.1766, -0.2546, -1.5352], [-0.3817, 2.1117, -0.7789], [0.7512, -0.1964, 1.3344], [-2.6142, -0.4466, 0.7590], [-2.2131, 1.5786, 1.4279], [-0.9558, -1.5141, -1.0173], [-2.2921, -0.2867, -2.2450], [-0.1282, -0.0144, -2.3721], [0.9253, 1.9306, -0.4552], [-0.5765, 2.4355, -2.0621], [-0.8312, 3.1354, -0.0974], [2.6074, -2.6015, 2.3482], [3.4902, -1.4500, 1.1367], [2.4163, -2.8576, 0.6334]], "forces_ev_per_angstrom": [[0.6, -0.2, -0.4], [0.8, -0.6, -0.7], [-1.6, -0.6, -1.0], [-0.9, -1.4, -1.6], [2.3, -0.2, 0.8], [-0.1, -1.4, 0.4], [-0.2, -0.2, 0.6], [-0.1, 0.7, 0.1], [-0.4, 0.3, 0.9], [-0.5, 1.1, -0.5], [-0.1, -0.1, 0.0], [-0.6, -0.6, 0.0], [-0.5, 0.6, -1.0], [0.9, 0.0, -0.3], [-0.2, 0.9, 1.0], [0.6, 0.4, 0.2], [-0.1, -0.6, 0.5], [0.2, 1.6, 1.0]]}


[5]
{"formula": "C4H12NO3", "method": "the ωB97M-V functional and the def2-TZVPD basis", "e_above_lowest_ev": 6.044, "energy_ha": -439.886042, "e_lumo_ev": 1.457, "homo_lumo_gap_ev": 5.91, "charge": -1, "elements": ["C", "O", "C", "C", "C", "O", "N", "H", "H", "H", "H", "H", "H", "H", "H", "H", "H", "H", "H", "O"], "xyz": [[-0.3173, 1.3101, -0.1721], [-1.6602, 1.0289, -0.1071], [0.4632, 0.0491, 0.2371], [0.3366, -1.1104, -0.5668], [-1.2203, -1.7733, -0.5450], [-1.1452, -3.0419, -0.7583], [2.6467, 1.0409, -0.6944], [0.0422, 2.1407, 0.4408], [-0.0735, 1.5085, -1.2228], [0.3155, -0.0851, 1.3135], [0.8934, -1.9705, -0.2092], [0.6497, -0.9874, -1.6035], [-1.7299, -1.2688, -1.3761], [-1.5594, -1.5677, 0.4749], [3.0878, 1.4524, 0.1288], [1.6356, 0.5883, -0.0673], [3.2704, 0.6048, -1.3515], [-1.7997, 0.8320, 0.9402], [-2.3380, 0.6762, 2.7951], [-1.4977, 0.5732, 2.3437]], "forces_ev_per_angstrom": [[0.8, 0.2, -1.4], [-0.2, 0.0, 0.7], [-3.9, -1.4, 0.6], [3.2, 0.5, 0.0], [-2.3, -2.5, 0.3], [0.6, 0.1, -0.3], [-2.2, 1.4, 2.5], [-0.3, 0.2, 0.1], [0.2, 0.2, 0.1], [0.6, -0.2, 0.1], [-0.2, 0.0, 0.4], [-0.6, 0.2, -0.2], [0.3, 0.9, 0.3], [-0.1, 0.9, -0.1], [0.6, -0.1, -0.7], [3.7, 0.5, -2.8], [-0.1, -1.0, 0.4], [0.2, 0.0, 0.5], [0.0, 0.0, 0.2], [-0.2, 0.1, -0.5]]}


Question: Number 5 is which compound?
Answer: C4H12NO3


What did the third record say?
{"formula": "C5H11NO", "method": "the ωB97M-V functional and the def2-TZVPD basis", "e_above_lowest_ev": 2.735, "energy_ha": -327.030847, "e_lumo_ev": 0.738, "homo_lumo_gap_ev": 8.55, "charge": 0, "smiles": "C=C(N)/C=C/C.O", "elements": ["N", "C", "C", "C", "C", "C", "H", "H", "H", "H", "H", "H", "H", "H", "H", "H", "H", "O"], "xyz": [[1.1586, -0.8979, -2.5108], [0.2276, -0.3017, -1.6905], [-1.0847, -0.5302, -1.9452], [0.9858, 2.0452, 1.3266], [0.2549, 1.4315, 0.1681], [0.7774, 0.3453, -0.4446], [2.0989, -0.7385, -2.3846], [0.9169, -0.9722, -3.4460], [-1.5479, -0.8295, -2.8000], [-1.7913, -0.2474, -1.1643], [2.0798, 2.3200, 1.0662], [0.9080, 1.4952, 2.2545], [0.5020, 2.8951, 1.6793], [-0.6755, 1.9062, -0.1674], [1.6013, -0.3340, -0.0299], [-2.7604, -1.6889, 4.0581], [-1.6101, -0.9344, 3.5601], [-1.8497, -1.8159, 3.8078]], "forces_ev_per_angstrom": [[-0.6, -0.1, 0.8], [-1.5, -0.7, 0.4], [0.9, 2.3, 3.6], [1.6, -0.3, -0.3], [1.1, -1.2, -0.3], [-0.6, -1.2, -0.2], [2.2, 0.7, 0.5], [-0.6, -0.4, -1.8], [-0.6, -1.3, -2.5], [0.2, 0.2, -0.2], [-1.8, -0.6, 0.6], [0.6, -1.0, 0.0], [-0.8, 2.1, 0.0], [0.6, -0.2, -0.2], [-0.7, 1.7, -0.3], [-0.6, -0.3, 0.2], [0.6, 0.8, -0.4], [0.0, -0.5, 0.1]]}